1:
ORCA calculation (ωB97M-V with the def2-TZVPD basis set) on a cluster of 2 separate species, C5H14N in total.

LUMO (spin up / spin down), eV: -4.4 / -3.9
Molar mass, Da: 88.174
Gap between HOMO and LUMO (spin up / spin down), eV: 8.089 / 9.214

```
! wB97M-V def2-TZVPD RIJCOSX def2/J DEFGRID3
* xyz 1 1
H 1.289 -0.947 -1.318
H -1.009 -3.135 1.652
C 0.321 2.301 -1.195
H -1.498 0.411 0.967
C -0.799 -2.436 0.781
C 0.543 -0.156 -1.250
H 1.868 1.280 -2.071
H -0.310 0.722 1.875
H 0.964 -1.034 1.557
H -0.633 1.971 -1.866
H 0.007 2.548 -0.277
H -0.064 -2.877 0.214
H 0.739 3.309 -1.550
H -0.354 -0.300 -1.855
H -1.482 -0.430 2.497
H 1.953 1.141 -0.193
N -0.942 -0.070 1.721
C -0.098 -1.125 1.166
C 1.266 1.145 -1.147
H -1.761 -2.318 0.293
*
```

And the Mulliken charges, in e, turn out to be: 0.380, 0.370, -1.110, 0.391, -1.135, -0.866, 0.295, 0.380, 0.349, 0.246, 0.298, 0.340, 0.315, 0.387, 0.342, 0.190, -0.233, -0.356, 0.044, 0.373



2:
ORCA calculation (ωB97M-V with the def2-TZVPD basis set) on a cluster of 2 separate species, C5H14N in total.

LUMO, eV: -6.7
Molar mass, Da: 88.174
Gap between HOMO and LUMO, eV: 8.216

```
! wB97M-V def2-TZVPD RIJCOSX def2/J DEFGRID3
* xyz 1 1
H -0.811 1.160 1.716
H 0.062 -0.454 1.464
C 0.347 0.822 -0.221
H -3.322 -0.152 -1.061
H -1.970 -1.145 -1.821
H 2.433 0.726 -0.491
H 2.999 -0.694 0.012
C -1.833 -0.538 0.454
H 1.305 -0.781 -1.451
N 2.780 0.237 0.403
C -0.558 0.320 0.952
H -1.686 -1.549 0.760
H 3.581 0.813 0.377
C -2.219 -0.350 -1.019
H 1.230 1.472 0.179
C 0.946 -0.493 -0.369
H 0.894 -1.403 0.201
H 0.178 1.260 -1.196
H -1.858 0.553 -1.324
H -2.592 -0.022 1.032
*
```

And the Mulliken charges, in e, turn out to be: 0.422, 0.264, -0.424, 0.348, 0.255, 0.343, 0.281, -0.448, 0.419, -0.716, -0.897, 0.412, 0.309, -1.097, 0.549, -0.546, 0.489, 0.342, 0.399, 0.296



3:
ORCA calculation (ωB97M-V with the def2-TZVPD basis set) on a structure of composition C5H14N.

LUMO, eV: -6.9
Molar mass, Da: 88.174
Gap between HOMO and LUMO, eV: 6.656

```
! wB97M-V def2-TZVPD RIJCOSX def2/J DEFGRID3
* xyz 1 1
H 2.536 -0.537 -1.408
H 1.779 -1.277 -0.090
N 0.106 1.710 0.402
H 0.341 0.356 -1.960
H -0.776 1.960 3.468
C -0.848 -1.012 -0.667
H 1.994 0.717 2.096
H 0.776 2.068 1.144
H -2.062 -0.714 -2.413
H -0.725 -1.706 0.260
C 1.675 -1.100 -1.141
H -2.554 0.111 -1.059
H 1.913 0.032 2.384
C -2.190 -0.855 -1.402
H -2.939 -1.605 -1.155
C 0.350 -0.207 -1.017
H 1.662 -2.036 -1.628
H -0.664 2.221 0.090
H -0.227 1.526 3.803
C -0.147 0.349 0.290
*
```

And the Mulliken charges, in e, turn out to be: 0.354, 0.300, -0.276, 0.332, 0.006, 0.219, -0.110, 0.274, 0.397, 0.332, -1.177, 0.361, 0.146, -1.292, 0.338, 0.539, 0.364, 0.245, 0.008, -0.359



The most stable of them is 1.



1:
ORCA calculation (ωB97M-V with the def2-TZVPD basis set) on a structure of composition C6H12NO.

LUMO, eV: -9.1
Molar mass, Da: 114.168
Gap between HOMO and LUMO, eV: 3.123

```
! wB97M-V def2-TZVPD RIJCOSX def2/J DEFGRID3
* xyz 1 1
O -0.827 -1.253 2.962
H -1.039 0.822 1.093
H -1.455 0.519 -0.613
H 1.359 0.323 -3.407
H -2.473 -1.652 0.011
H 1.528 1.689 0.475
C 1.467 0.894 -0.287
C -1.873 -1.141 0.748
H 0.471 -0.890 -0.901
H 1.988 2.304 -1.833
C -1.894 -1.324 2.106
H -2.769 -1.672 2.656
C 1.305 1.441 -1.666
H 0.261 1.653 -1.911
C -1.066 0.065 0.299
H 2.440 0.419 -0.130
N 1.763 0.360 -2.445
H 0.841 -0.886 0.832
H -0.507 -1.429 1.981
C 0.482 -0.242 0.030
*
```

And the Mulliken charges, in e, turn out to be: -0.401, 0.327, 0.418, 0.321, 0.413, 0.443, -0.697, -0.641, 0.191, 0.395, -0.209, 0.397, -0.355, 0.344, -0.620, 0.325, -0.141, 0.520, 0.423, -0.452



2:
ORCA calculation (ωB97M-V with the def2-TZVPD basis set) on the ion C6H12NO with charge +1.

LUMO, eV: -3.1
Molar mass, Da: 114.168
Gap between HOMO and LUMO, eV: 12.454
Structure (SMILES): CC1(C)C[C@@H]2O[C@@H]2[NH2+]1

```
! wB97M-V def2-TZVPD RIJCOSX def2/J DEFGRID3
* xyz 1 1
H 0.275 -1.917 0.535
H -1.481 -0.846 1.423
H 2.587 1.465 0.729
O 2.728 -0.185 -0.527
C 0.729 1.150 -0.524
H -1.818 0.856 0.947
C -0.234 0.026 -0.175
H -0.772 -0.892 -2.147
C -1.196 -0.346 -1.270
H 1.120 -1.643 -0.682
C 2.057 0.804 0.112
C -1.034 0.168 1.135
H 0.479 2.172 -0.324
H -0.264 0.427 1.928
H -1.590 0.520 -1.807
H 2.300 -0.874 1.487
H 0.888 1.192 -1.590
H -2.135 -0.770 -0.874
C 1.985 -0.547 0.612
N 0.755 -1.140 0.117
*
```

And the Mulliken charges, in e, turn out to be: 0.378, 0.380, 0.523, -0.415, -1.133, 0.443, 1.163, 0.418, -1.641, 0.395, -0.015, -1.453, 0.425, 0.401, 0.406, 0.615, 0.429, 0.365, -0.546, -0.139



3:
ORCA calculation (ωB97M-V with the def2-TZVPD basis set) on a cluster of 2 separate species, C6H12NO in total.

LUMO (spin up / spin down), eV: -4.9 / -5.5
Molar mass, Da: 114.168
Gap between HOMO and LUMO (spin up / spin down), eV: 8.122 / 8.589

```
! wB97M-V def2-TZVPD RIJCOSX def2/J DEFGRID3
* xyz 1 1
C -3.416 -0.382 1.195
H -0.366 0.841 -1.524
H -2.506 -0.414 -1.900
H 0.470 1.366 1.541
C -2.332 0.037 0.788
C -0.355 1.554 0.816
H -1.064 2.282 1.244
H 1.245 2.392 0.152
H -4.190 -0.327 1.881
O 0.442 2.073 -0.273
C 2.179 -0.823 0.845
H 0.070 -0.694 -0.930
H -1.105 -1.248 -2.888
H 2.418 -0.830 1.857
C -1.171 0.438 0.184
H 1.205 -0.178 0.614
C -1.444 -0.588 -2.174
N -0.673 -0.073 -1.145
H 1.821 -1.843 0.457
H 2.975 -0.542 0.133
*
```

And the Mulliken charges, in e, turn out to be: -0.196, 0.447, 0.281, 0.360, -0.794, -0.591, 0.373, 0.363, 0.419, -0.581, -0.591, 0.226, 0.373, 0.346, 0.496, -0.159, -0.523, 0.154, 0.290, 0.307



The most stable of them is 2.